[1]
Below is C24H42MgN6 as an isolated structure at a distorted geometry, with properties calculated with the ωB97M-V functional and the def2-TZVPD basis.

## Properties
charge: +2
ΔE to the lowest compared entry with this formula, charge and spin: 300.79 kcal per mole
total energy: -1467.41160 Eh
LUMO level: -12.91 eV
HOMO-LUMO gap: 0.0568 Eh

Last column: Mulliken charge in e.
Positions of all 73 atoms, in Å:
Mg1 -0.552 15.485 15.048  1.77
C1 -6.983 21.589 11.195  -1.18
C2 -7.181 21.681 12.688  -0.37
C3 -7.222 20.319 13.415  -0.31
C4 -5.939 19.597 13.341  0.22
N1 -4.940 18.990 13.277  -0.47
H1 -7.250 22.451 10.584  0.33
H2 -7.619 20.778 10.840  0.32
H3 -6.017 21.108 11.045  0.34
H4 -8.175 22.105 12.831  0.30
H5 -6.433 22.384 13.056  0.30
H6 -7.932 19.560 13.087  0.29
H7 -7.390 20.546 14.467  0.29
C5 0.813 12.379 21.750  -1.13
C6 0.351 13.327 22.826  -0.29
C7 0.387 14.753 22.417  -0.46
C8 -0.012 15.128 21.100  0.21
N2 -0.283 15.486 20.054  -0.47
H8 1.898 12.278 21.787  0.30
H9 0.309 12.519 20.794  0.35
H10 0.487 11.376 22.025  0.34
H11 0.986 13.344 23.712  0.24
H12 -0.668 13.170 23.178  0.31
H13 1.326 15.305 22.425  0.27
H14 -0.215 15.307 23.137  0.36
C9 6.420 21.224 11.163  -1.21
C10 6.194 21.143 12.667  -0.42
C11 4.817 21.488 13.062  -0.29
C12 4.049 20.282 13.103  0.22
N3 3.447 19.294 13.129  -0.46
H15 5.899 20.392 10.689  0.30
H16 7.476 21.200 10.896  0.35
H17 6.038 22.169 10.776  0.35
H18 6.914 21.838 13.099  0.31
H19 6.685 20.240 13.031  0.36
H20 4.504 22.294 12.397  0.32
H21 4.737 21.763 14.113  0.24
C13 9.696 13.195 16.094  -1.15
C14 8.234 13.520 15.815  -0.49
C15 7.315 12.267 16.038  -0.31
C16 5.959 12.774 16.047  0.18
N4 4.859 13.172 16.036  -0.47
H22 10.501 13.770 15.636  0.34
H23 9.834 12.152 15.811  0.30
H24 9.685 13.136 17.183  0.31
H25 8.049 13.886 14.805  0.37
H26 7.958 14.416 16.371  0.35
H27 7.487 11.907 17.052  0.27
H28 7.410 11.383 15.408  0.35
C17 -1.900 10.827 4.708  -1.25
C18 -1.469 11.795 5.823  -0.26
C19 -1.458 11.241 7.165  -0.34
C20 -0.958 12.035 8.296  0.16
N5 -0.519 12.663 9.126  -0.44
H29 -1.937 11.350 3.753  0.35
H30 -2.840 10.341 4.971  0.34
H31 -1.184 10.052 4.436  0.34
H32 -2.184 12.614 5.743  0.27
H33 -0.520 12.211 5.484  0.31
H34 -0.724 10.441 7.265  0.24
H35 -2.459 10.861 7.370  0.30
C21 -4.567 6.746 16.214  -1.09
C22 -5.103 7.517 17.449  -0.56
C23 -5.412 9.021 17.262  -0.34
C24 -4.384 9.829 16.621  0.28
N6 -3.566 10.499 16.128  -0.48
H36 -4.170 5.780 16.525  0.33
H37 -3.706 7.191 15.715  0.33
H38 -5.388 6.400 15.586  0.30
H39 -4.466 7.397 18.325  0.32
H40 -5.947 6.988 17.891  0.37
H41 -5.673 9.341 18.270  0.30
H42 -6.314 9.246 16.693  0.27

[2]
Below is C24H42NP3SY as an isolated structure at a distorted geometry, with properties calculated with the ωB97M-V functional and the def2-TZVPD basis.

## Properties
charge: +3
ΔE to the lowest compared entry with this formula, charge and spin: 0.00 kcal per mole
total energy: -2454.00877 Eh
LUMO level (alpha / beta): -12.26 / -13.08 eV
HOMO-LUMO gap (alpha / beta): 0.1568 / 0.1241 Eh

Last column: Mulliken charge in e.
Positions of all 72 atoms, in Å:
Y1 0.180 -0.614 0.053  -0.06
P1 -0.725 1.907 1.363  1.03
P2 -2.511 -0.777 -0.692  1.12
P3 2.552 0.944 -0.291  0.99
H1 -0.010 -2.734 -9.236  0.34
C1 1.004 -2.934 -8.875  -0.54
C2 1.330 -4.130 -8.356  -0.34
H2 0.588 -4.932 -8.281  0.32
C3 -1.173 3.393 0.387  -1.32
C4 -2.222 1.744 2.412  -0.73
C5 0.411 2.651 2.598  -0.98
C6 -2.587 -2.219 -1.818  -1.27
C7 -3.785 -1.165 0.554  -1.22
C8 -3.325 0.517 -1.701  -1.39
C9 3.710 0.201 -1.508  -1.15
C10 3.662 1.134 1.158  -1.21
C11 2.477 2.675 -0.916  -1.23
H3 1.759 -2.174 -9.090  0.30
H4 2.367 -4.392 -8.130  0.29
H5 -1.454 4.226 1.048  0.42
H6 -2.018 3.154 -0.270  0.30
H7 -0.323 3.697 -0.235  0.30
H8 -2.337 2.628 3.055  0.45
H9 -2.148 0.859 3.055  -0.17
H10 -3.116 1.641 1.787  0.40
H11 -0.105 3.444 3.159  0.49
H12 1.289 3.082 2.104  0.31
H13 0.752 1.890 3.309  0.15
H14 -3.622 -2.578 -1.880  0.45
H15 -1.942 -3.023 -1.441  0.39
H16 -2.220 -1.947 -2.816  0.30
H17 -4.743 -0.693 0.298  0.41
H18 -3.455 -0.797 1.535  0.17
H19 -3.917 -2.253 0.613  0.47
H20 -4.203 0.100 -2.214  0.45
H21 -2.605 0.890 -2.442  0.31
H22 -3.634 1.354 -1.059  0.37
H23 4.660 0.755 -1.526  0.46
H24 3.260 0.206 -2.508  0.25
H25 3.896 -0.845 -1.232  0.37
H26 4.489 1.827 0.941  0.42
H27 4.074 0.148 1.417  0.41
H28 3.084 1.506 2.015  0.26
H29 3.467 2.996 -1.278  0.47
H30 2.139 3.354 -0.121  0.34
H31 1.755 2.717 -1.744  0.27
C12 0.715 -1.727 -3.478  0.94
C13 0.620 -0.379 -3.868  0.15
C14 0.275 -0.037 -5.164  -0.89
C15 0.087 -1.045 -6.116  -0.26
C16 0.201 -2.404 -5.752  -0.45
C17 0.504 -2.744 -4.442  -0.69
S1 1.154 -2.219 -1.911  -0.15
H32 -0.091 0.655 -1.413  0.09
H33 0.812 0.391 -3.133  0.14
H34 0.161 1.023 -5.443  0.47
H35 -0.132 -0.796 -7.159  0.46
H36 0.107 -3.175 -6.517  0.52
H37 0.618 -3.781 -4.117  0.47
N1 0.174 -0.916 2.329  -0.69
C18 0.096 -0.780 3.498  0.22
C19 0.068 -0.579 4.894  0.61
C20 -1.154 -0.343 5.571  -0.31
C21 -1.144 -0.018 6.929  -0.71
C22 0.070 0.021 7.628  -0.34
C23 1.278 -0.247 6.975  -0.65
C24 1.277 -0.551 5.618  -0.27
H38 -2.093 -0.408 5.020  0.42
H39 -2.088 0.210 7.429  0.42
H40 0.070 0.268 8.695  0.42
H41 2.231 -0.214 7.512  0.41
H42 2.213 -0.764 5.084  0.45

[3]
Below is C24H42O21PS2Tl as an isolated structure at a distorted geometry, with properties calculated with the ωB97M-V functional and the def2-TZVPD basis.

## Properties
ΔE to the lowest compared entry with this formula, charge and spin: 57.52 kcal per mole
total energy: -3829.70816 Eh
LUMO level: -3.43 eV
HOMO-LUMO gap: 0.2118 Eh

Last column: Mulliken charge in e.
Positions of all 91 atoms, in Å:
Tl1 -6.539 -1.199 1.566  1.00
P1 -1.235 -0.482 0.383  0.96
O1 -1.871 0.748 1.098  -0.48
O2 -2.155 -0.811 -0.869  -0.48
O3 -1.539 -1.628 1.385  -0.43
O4 0.236 -0.406 0.078  -0.57
C1 3.257 -5.696 2.628  -1.42
C2 2.285 -6.454 1.706  0.41
C3 2.345 -6.073 0.226  -0.39
O5 2.578 -7.286 -0.425  -0.31
C4 2.752 -8.274 0.388  0.69
O6 2.759 -9.434 0.008  -0.58
O7 2.743 -7.803 1.660  -0.35
H1 3.131 -4.618 2.524  0.40
H2 4.285 -5.750 2.269  0.36
H3 3.111 -6.061 3.645  0.34
H4 1.279 -6.452 2.125  0.25
H5 3.059 -5.260 0.102  0.31
H6 1.383 -5.611 0.005  0.29
C5 8.167 2.325 -1.423  -1.32
C6 7.324 1.207 -0.785  0.39
C7 7.290 -0.178 -1.491  -0.40
O8 8.101 -0.942 -0.615  -0.32
C8 8.356 -0.258 0.501  0.69
O9 8.885 -0.725 1.497  -0.59
O10 7.965 0.979 0.443  -0.35
H7 8.540 2.992 -0.644  0.34
H8 7.602 2.925 -2.137  0.36
H9 9.057 1.932 -1.914  0.34
H10 6.275 1.467 -0.642  0.32
H11 7.788 -0.135 -2.459  0.26
H12 6.274 -0.552 -1.611  0.28
C9 -0.578 0.258 -7.517  -1.39
C10 -0.123 1.626 -7.005  0.35
C11 1.068 1.540 -6.064  -0.35
O11 2.121 2.204 -6.806  -0.32
C12 1.602 2.758 -7.917  0.67
O12 2.173 3.346 -8.810  -0.55
O13 0.305 2.441 -8.028  -0.36
H13 -1.363 0.263 -8.274  0.35
H14 -0.867 -0.291 -6.621  0.38
H15 0.258 -0.292 -7.947  0.33
H16 -0.930 2.205 -6.557  0.29
H17 1.243 0.479 -5.882  0.30
H18 0.781 1.971 -5.105  0.30
C13 -1.296 0.346 8.609  -1.26
C14 -0.938 -1.068 9.071  0.28
C15 0.082 -1.906 8.265  -0.33
O14 0.704 -2.560 9.364  -0.31
C16 0.629 -1.818 10.456  0.66
O15 1.226 -2.074 11.487  -0.57
O16 -0.385 -0.983 10.356  -0.33
H19 -1.526 0.342 7.544  0.35
H20 -0.435 0.974 8.836  0.32
H21 -2.147 0.714 9.183  0.34
H22 -1.873 -1.605 9.234  0.25
H23 0.847 -1.289 7.794  0.30
H24 -0.505 -2.557 7.617  0.30
C17 1.808 5.487 2.750  -1.43
C18 1.711 4.706 4.099  0.37
C19 2.788 3.622 4.181  -0.36
O17 3.387 3.957 5.433  -0.36
C20 2.847 5.042 5.944  0.72
O18 3.018 5.433 7.039  -0.57
O19 2.035 5.558 5.153  -0.34
H25 2.734 6.061 2.715  0.37
H26 1.011 6.228 2.692  0.35
H27 1.699 4.837 1.882  0.39
H28 0.743 4.234 4.271  0.28
H29 3.455 3.747 3.328  0.29
H30 2.301 2.651 4.267  0.28
C21 -7.725 4.689 -4.684  -0.97
S1 -7.426 4.680 -2.919  0.49
O20 -7.825 3.256 -2.510  -0.61
C22 -5.618 4.844 -3.113  -0.91
H31 -8.811 4.604 -4.731  0.33
H32 -7.228 3.899 -5.247  0.31
H33 -7.601 5.654 -5.176  0.39
H34 -5.065 3.958 -3.423  0.32
H35 -5.191 5.022 -2.126  0.32
H36 -5.406 5.690 -3.767  0.32
C23 -7.429 -2.624 -5.241  -0.89
S2 -9.218 -2.812 -4.813  0.49
O21 -9.292 -2.734 -3.299  -0.62
C24 -9.446 -4.597 -5.261  -0.93
H37 -7.343 -2.526 -6.323  0.34
H38 -6.775 -3.391 -4.825  0.30
H39 -7.088 -1.649 -4.894  0.32
H40 -9.662 -4.812 -6.308  0.34
H41 -10.288 -4.952 -4.666  0.33
H42 -8.658 -5.276 -4.935  0.31